ORCA calculation (ωB97M-V with the def2-TZVPD basis set) on 7 unconnected molecules or ions with the total composition C68H152N4O4P3 in a non-equilibrium geometry.

HOMO, eV: -12.63
Energy above the lowest of the compared OMol25 structures with the same formula, charge and spin, kcal per mole: 116.0
E_tot, Ha: -4225.20054
LUMO, Eh: -0.1898

```
! wB97M-V def2-TZVPD RIJCOSX def2/J DEFGRID3
* xyz 3 1
P 0.11970 -0.19226 -0.23314
O 0.98265 -1.55366 -0.29052
O 0.82799 0.92297 0.61577
O -1.29279 -0.47695 0.41422
O -0.02774 0.39660 -1.69847
C 1.28825 2.09370 -6.97659
C 1.40567 1.91633 -5.47176
C 2.39654 0.78829 -5.01330
C 2.69866 0.80805 -3.56062
N 3.29010 -0.54105 -2.94006
C 3.54627 -0.43313 -1.40517
C 4.99288 0.08357 -1.38027
C 5.79049 -0.35284 -2.56822
C 4.71035 -0.87155 -3.50002
C 2.33165 -1.75290 -3.12193
H 0.63891 2.95621 -7.12674
H 0.95810 1.21323 -7.52784
H 2.25548 2.32783 -7.42128
H 0.40096 1.82255 -5.05958
H 1.76969 2.85882 -5.06274
H 3.24036 1.00143 -5.66953
H 1.89100 -0.13756 -5.28781
H 1.78202 0.80927 -2.97083
H 3.39213 1.58939 -3.24962
H 3.49735 -1.40908 -0.92224
H 2.73948 -0.02935 -0.79350
H 5.50195 -0.03521 -0.42380
H 4.95006 1.17196 -1.42129
H 6.53636 -0.93523 -2.02728
H 6.29745 0.45875 -3.09015
H 4.84515 -1.95316 -3.50763
H 4.79003 -0.50472 -4.52334
H 2.06952 -1.94126 -4.16304
H 1.41790 -1.61107 -2.54481
H 2.87516 -2.62732 -2.76405
C 6.40513 -5.41784 2.70370
C 6.00309 -4.06328 3.31567
C 4.76032 -3.35003 2.72068
C 4.27743 -2.15615 3.57865
N 3.08236 -1.42076 2.91479
C 3.63446 -0.47845 1.78795
C 4.29727 0.75952 2.48886
C 3.73052 0.72932 3.86257
C 2.54970 -0.35180 3.84185
C 1.94632 -2.39470 2.48033
H 5.57230 -6.10994 2.57923
H 7.16738 -6.08201 3.11108
H 6.74346 -5.14559 1.70396
H 6.85790 -3.38844 3.27108
H 5.75164 -4.31154 4.34681
H 3.92103 -3.98632 2.43994
H 5.07562 -2.97714 1.74619
H 5.09217 -1.43400 3.63149
H 3.98920 -2.49407 4.57406
H 2.74903 -0.26862 1.18787
H 4.31743 -1.06447 1.17295
H 4.12394 1.58577 1.79939
H 5.37586 0.73246 2.64374
H 3.25763 1.69275 4.05311
H 4.43644 0.48855 4.65744
H 1.78730 0.20323 3.29522
H 2.21461 -0.74733 4.80068
H 1.95557 -3.14504 3.27089
H 2.30093 -2.63161 1.47723
H 1.02948 -1.84349 2.27132
C 5.95644 -4.74826 -1.53378
C 4.75730 -4.52879 -0.62098
C 3.42340 -5.06423 -1.18573
C 2.22729 -4.68934 -0.30080
N 0.86993 -5.30421 -0.78521
C -0.21813 -4.92204 0.23086
C -1.53561 -4.86170 -0.50427
C -1.24715 -4.98149 -2.08325
C 0.26589 -4.63820 -2.13860
C 0.89659 -6.87470 -0.76434
H 5.76147 -5.20837 -2.50249
H 6.83972 -5.31627 -1.24174
H 6.37127 -3.82853 -1.94622
H 4.61551 -3.47117 -0.39860
H 4.95970 -5.08963 0.29148
H 3.44722 -6.15038 -1.27415
H 3.26625 -4.55789 -2.13812
H 2.01356 -3.62223 -0.36171
H 2.47137 -5.02409 0.70739
H -0.17483 -5.52308 1.13915
H 0.11035 -3.94060 0.57288
H -2.14122 -5.67518 -0.10477
H -2.12080 -3.96148 -0.31652
H -1.31473 -5.98340 -2.50719
H -1.64695 -4.27469 -2.81036
H 0.69601 -4.92834 -3.09720
H 0.42399 -3.57106 -1.98266
H 1.14848 -7.32383 0.19634
H 1.35193 -7.28464 -1.66585
H -0.11991 -7.25957 -0.84609
C -4.88456 4.15620 -5.08814
C -3.61136 3.53506 -4.58409
C -3.72314 2.07812 -4.06905
C -2.39295 1.17109 -4.25785
N -2.52088 -0.25865 -4.01174
C -3.49082 -1.01775 -5.07242
C -2.79322 -2.30115 -5.20042
C -1.36843 -1.82247 -5.35593
C -1.14031 -0.91359 -4.21972
C -3.00050 -0.50269 -2.62010
H -5.06867 3.81268 -6.10607
H -4.96385 5.24123 -5.02079
H -5.75074 3.81181 -4.52314
H -3.38204 4.11369 -3.68927
H -2.83701 3.63488 -5.34469
H -4.54021 1.81951 -4.74256
H -4.08791 2.13107 -3.04327
H -1.71610 1.59510 -3.51610
H -1.98483 1.30447 -5.25973
H -4.51964 -1.00726 -4.71251
H -3.37142 -0.33264 -5.91174
H -2.80028 -2.76943 -4.21618
H -3.24057 -2.94431 -5.95827
H -0.66996 -2.63852 -5.17078
H -1.12063 -1.31266 -6.28694
H -0.87778 -1.51908 -3.35222
H -0.37076 -0.14955 -4.32997
H -2.51373 0.14424 -1.89026
H -2.88520 -1.54111 -2.30949
H -4.05833 -0.26291 -2.51233
C 4.92267 4.93933 -0.79588
C 3.50353 4.37771 -0.46907
C 2.63040 4.23906 -1.81418
C 1.45854 3.22131 -1.66174
P 0.07579 3.61715 -0.42436
C -1.61778 2.77820 -0.62840
C -2.91328 3.62120 -0.37506
C -3.04386 4.09911 1.06742
C -4.37266 4.72637 1.43788
C -0.32096 5.32134 -1.00165
C -0.83581 5.31311 -2.47927
C -0.96492 6.66994 -3.21637
C -2.02763 7.57457 -2.62372
C 0.63909 3.61471 1.34098
C 0.45761 4.94689 2.03918
C 1.22440 4.94072 3.41330
C 2.71192 4.75632 3.36725
H 5.32422 5.28921 0.15515
H 4.79794 5.73140 -1.53424
H 5.69955 4.44148 -1.37615
H 3.10984 5.12094 0.22428
H 3.77056 3.42738 -0.00682
H 3.21705 3.90567 -2.67021
H 2.20203 5.19631 -2.11131
H 1.86372 2.38965 -1.08531
H 1.04933 2.79852 -2.57929
H -1.61933 1.91688 0.03960
H -1.61665 2.34890 -1.63029
H -3.73944 2.94144 -0.58359
H -3.08074 4.45022 -1.06264
H -2.17996 4.69495 1.36195
H -2.95221 3.28994 1.79195
H -4.47399 5.62483 0.82912
H -4.54002 4.95561 2.49028
H -5.21115 4.13495 1.07011
H 0.50434 6.03221 -0.96126
H -1.11793 5.59892 -0.31180
H -1.73703 4.71058 -2.59268
H -0.03649 4.74603 -2.95634
H -1.24099 6.45710 -4.24913
H 0.09047 6.94039 -3.18310
H -2.22248 8.45102 -3.24175
H -1.91121 8.05828 -1.65389
H -2.94667 6.99814 -2.51792
H 1.67633 3.27977 1.34690
H -0.05355 2.97064 1.88276
H -0.48780 5.38154 2.36380
H 0.81520 5.76078 1.40845
H 0.82107 4.03114 3.85837
H 0.89069 5.80746 3.98383
H 3.14252 5.53937 3.99138
H 3.22061 4.68014 2.40625
H 3.06931 3.86493 3.88280
C -1.01215 1.94964 6.09619
C -0.27944 0.72359 5.64419
C -1.31010 -0.26573 5.00240
C -1.83851 0.22167 3.61869
P -3.02564 -0.86537 2.79206
C -4.15470 -0.10655 1.57092
C -4.82025 -1.13284 0.70483
C -6.01725 -0.52535 -0.01990
C -6.79043 -1.55345 -0.79776
C -2.28438 -2.60003 2.22791
C -1.90473 -3.69954 3.26976
C -2.98689 -4.84610 3.33415
C -2.46748 -5.92239 4.24528
C -4.07356 -1.38262 4.23527
C -4.82378 -0.08806 4.88232
C -5.33833 -0.42685 6.33098
C -5.60122 0.75838 7.36986
H -0.55536 2.59362 6.84767
H -1.93722 1.66743 6.59889
H -1.19361 2.55815 5.21024
H 0.33452 0.19140 6.37078
H 0.47383 1.00815 4.90954
H -2.07794 -0.30365 5.77511
H -0.87682 -1.26552 4.97408
H -1.00914 0.38773 2.93118
H -2.33443 1.19161 3.65579
H -3.86118 0.73565 0.94431
H -4.83299 0.47662 2.19376
H -5.17810 -2.01714 1.23215
H -3.98906 -1.45947 0.07989
H -5.81319 0.25087 -0.75741
H -6.69287 0.02964 0.63098
H -7.54327 -0.93989 -1.29262
H -7.24778 -2.36131 -0.22655
H -6.12138 -2.03096 -1.51362
H -1.39960 -2.44838 1.60963
H -2.86678 -3.13647 1.47882
H -1.90448 -3.32827 4.29457
H -0.88860 -4.03845 3.06796
H -3.44549 -5.25310 2.43296
H -3.90719 -4.47102 3.78188
H -1.58773 -6.35564 3.76944
H -3.18114 -6.64943 4.63283
H -2.17226 -5.48628 5.19961
H -3.49946 -1.98530 4.93903
H -4.68579 -2.14390 3.75183
H -5.66533 0.35302 4.34813
H -4.12305 0.72843 5.05673
H -4.80174 -1.23883 6.82177
H -6.32927 -0.86845 6.22548
H -4.77841 1.45949 7.23012
H -5.63892 0.47280 8.42111
H -6.54777 1.27710 7.21795
*
```

Here are the Löwdin charges for atoms 1 to 4, given in e: P 0.0828; O -0.4614; O -0.4368; O -0.4527

ORCA calculation (ωB97M-V with the def2-TZVPD basis set) on a gas-phase ion, C2H2F2P (charge +1) in a non-equilibrium geometry.

HOMO (alpha / beta), eV: -14.12 / -17.34
Energy above the lowest of the compared OMol25 structures with the same formula, charge and spin, kcal per mole: 0.0
E_tot, Ha: -618.02016
LUMO (alpha / beta), Eh: -0.2041 / -0.3860

```
! wB97M-V def2-TZVPD RIJCOSX def2/J DEFGRID3
* xyz 1 3
C 0.65926 0.03611 -0.14742
C 1.79433 -0.16362 0.34719
F -2.04585 -1.05212 -0.36681
F -2.04140 1.19258 -0.27162
P -1.46599 0.00775 0.62664
H 0.46347 -0.01358 -1.13577
H 2.63617 -0.00713 0.94780
*
```

Here are the Löwdin charges for atoms 1 to 4, given in e: C -0.0786; C 0.2328; F -0.1863; F -0.2006

ORCA calculation (ωB97M-V with the def2-TZVPD basis set) on a molecular structure, C21H36BaN2S8.

HOMO, eV: -13.51
Energy above the lowest of the compared OMol25 structures with the same formula, charge and spin, kcal per mole: 2.5
E_tot, Ha: -4141.95863
LUMO, Eh: -0.1687

```
! wB97M-V def2-TZVPD RIJCOSX def2/J DEFGRID3
* xyz 2 1
Ba -0.38376 -0.37808 0.07049
C 1.43699 3.63149 -0.14336
C 1.61531 3.18689 1.29816
S 2.11480 1.45687 1.57445
C 3.76014 1.39128 0.78058
C 4.12010 0.00184 0.28090
S 2.99682 -0.74998 -0.93677
C 3.11678 0.47810 -2.28087
C 2.26491 0.08163 -3.47546
S 0.46565 0.14730 -3.20332
C 0.03727 1.86441 -3.62718
C 0.56299 2.97561 -2.73082
S 0.03156 2.81822 -0.98701
H 2.33327 3.44983 -0.73542
H 1.24066 4.70353 -0.14937
H 0.67806 3.27463 1.85080
H 2.35955 3.82119 1.77870
H 4.49080 1.68908 1.53200
H 3.78150 2.11986 -0.02707
H 4.13687 -0.70665 1.10976
H 5.11312 0.02726 -0.16781
H 4.16479 0.53310 -2.58059
H 2.79952 1.43974 -1.88118
H 2.47009 -0.94997 -3.76184
H 2.48501 0.72562 -4.32675
H -1.05375 1.86423 -3.63606
H 0.38518 2.03806 -4.64566
H 0.16974 3.92333 -3.09827
H 1.65029 3.02700 -2.75218
C -4.22108 -0.28078 2.94507
C -3.17922 0.70886 3.44867
S -2.16113 1.58071 2.21950
C -3.29564 2.60698 1.23719
C -4.23318 1.89549 0.26850
S -3.37624 0.79348 -0.90490
C -4.42551 -0.69909 -0.95331
C -4.90025 -1.26787 0.37734
S -3.62399 -1.45143 1.67203
H -5.09161 0.23666 2.55035
H -4.55450 -0.88725 3.78714
H -2.42827 0.19825 4.05314
H -3.66228 1.46533 4.06749
H -2.61970 3.26422 0.68808
H -3.87601 3.21600 1.93080
H -4.75818 2.64552 -0.32257
H -4.97822 1.30865 0.79582
H -3.81053 -1.42089 -1.49255
H -5.29249 -0.46913 -1.57259
H -5.30426 -2.26314 0.19432
H -5.70754 -0.67158 0.79649
N 2.16453 -3.08495 2.33740
C 0.84510 -3.27430 2.56141
S -0.23893 -3.13789 1.26553
N 0.49030 -3.53967 3.82062
C -0.81154 -3.61548 4.41582
C -0.97445 -2.99136 5.64809
C -2.19879 -3.04353 6.29299
C -3.26480 -3.71425 5.71170
C -3.09299 -4.35309 4.49343
C -1.86620 -4.31833 3.84766
H 2.46571 -3.15303 1.38082
H 2.83730 -3.36535 3.03625
H 1.24114 -3.56365 4.49734
H -0.14335 -2.46865 6.10835
H -2.31491 -2.56840 7.25776
H -4.21759 -3.76242 6.22180
H -3.90721 -4.90755 4.04710
H -1.72596 -4.86597 2.93138
*
```

Here are the Löwdin charges for atoms 1 to 4, given in e: Ba 1.1562; C -0.4966; C -0.5133; S 0.7796

ORCA calculation (ωB97M-V with the def2-TZVPD basis set) on a molecular structure, C8H22AlN2O2 in a non-equilibrium geometry.

HOMO, eV: -20.80
Energy above the lowest of the compared OMol25 structures with the same formula, charge and spin, kcal per mole: 30.9
E_tot, Ha: -819.13416
LUMO, Eh: -0.6143

```
! wB97M-V def2-TZVPD RIJCOSX def2/J DEFGRID3
* xyz 3 1
Al -0.39781 1.43858 1.10333
C -0.13003 0.18042 -3.86282
C -0.44487 0.85808 -2.54706
C -1.91844 0.70387 -2.25149
O -2.27665 1.40520 -1.07364
C -3.68274 1.63448 -0.90480
N 0.41265 0.29373 -1.47652
H -0.21332 -0.90999 -3.91500
H 0.88211 0.38445 -4.22797
H -0.74982 0.54931 -4.69152
H -0.22135 1.92180 -2.63657
H -2.28836 -0.33224 -2.24540
H -2.43053 1.15581 -3.11681
H -4.23554 1.93033 -1.80697
H -3.80487 2.34485 -0.09429
H -4.19734 0.68031 -0.68219
H 0.46785 -0.72687 -1.58790
H 1.35889 0.52305 -1.81136
C 2.98014 -1.29787 0.82417
C 1.69418 -0.65650 1.43930
C 1.49591 -0.90033 2.93667
O 0.17837 -0.55608 3.05908
C -0.61652 -1.34826 3.97205
N 1.68521 0.77662 1.20278
H 3.88716 -0.96200 1.33151
H 3.05489 -1.14323 -0.24773
H 2.90927 -2.36388 1.06495
H 0.84980 -1.11066 0.90485
H 2.26347 -0.34851 3.49248
H 1.68037 -1.96553 3.09153
H -0.29817 -1.07869 4.99192
H -0.50249 -2.42757 3.87815
H -1.64345 -1.00331 3.90430
H 1.87218 1.04809 0.23191
H 2.37987 1.30254 1.75106
*
```

Here are the Löwdin charges for atoms 1 to 4, given in e: Al 1.5202; C -0.0223; C -0.3952; C -0.1579

ORCA calculation (ωB97M-V with the def2-TZVPD basis set) on 2 unconnected molecules or ions with the total composition CH2NO3PS in a non-equilibrium geometry.

HOMO (alpha / beta), eV: -10.20 / -9.53
Energy above the lowest of the compared OMol25 structures with the same formula, charge and spin, kcal per mole: 60.5
E_tot, Ha: -1059.30944
LUMO (alpha / beta), Eh: -0.0690 / -0.1113

```
! wB97M-V def2-TZVPD RIJCOSX def2/J DEFGRID3
* xyz 0 1
C 0.15715 2.14406 -0.06135
N 0.95537 2.18771 -0.89839
O 0.95930 -0.88365 -0.68068
O -0.39913 -1.59190 1.29702
O -1.53764 -0.21066 -0.54385
P -0.56618 -1.26860 -0.26635
S -0.98693 1.99289 1.09826
H 1.00928 -0.30322 -1.44920
H 0.40879 -2.06664 1.50454
*
```

Here are the Löwdin charges for atoms 1 to 4, given in e: C -0.8399; N 0.0981; O -0.2037; O -0.1748

ORCA calculation (ωB97M-V with the def2-TZVPD basis set) on 7 unconnected molecules or ions with the total composition C14H42O7 in a non-equilibrium geometry.

HOMO, eV: -9.79
Energy above the lowest of the compared OMol25 structures with the same formula, charge and spin, kcal per mole: 41.9
SMILES: CCO.CCO.CCO.CCO.CCO.CCO.CCO
E_tot, Ha: -1085.19499
LUMO, Eh: 0.0206

```
! wB97M-V def2-TZVPD RIJCOSX def2/J DEFGRID3
* xyz 0 1
C -2.17182 0.43481 -4.10393
C -1.56432 0.36482 -2.69660
O -0.37799 -0.37273 -2.73428
H -2.37214 -0.57927 -4.45857
H -1.52791 0.93222 -4.83033
H -3.12967 0.95809 -4.13507
H -2.36335 -0.06722 -2.07956
H -1.41931 1.41751 -2.42228
H 0.13156 -0.14057 -1.93704
C -4.97343 2.69254 -1.91616
C -4.00351 3.39527 -0.98876
O -4.72647 3.76933 0.19969
H -5.81850 3.32783 -2.18271
H -5.36048 1.80473 -1.41172
H -4.54552 2.33596 -2.85648
H -3.53785 4.25771 -1.47477
H -3.18945 2.73277 -0.67544
H -4.77516 4.72879 0.19696
C 0.15792 1.45998 0.44763
C 0.82979 0.18371 0.90796
O 0.76943 -0.74447 -0.17222
H -0.90047 1.28232 0.23175
H 0.61435 2.02228 -0.36749
H 0.12469 2.23354 1.23028
H 0.46051 -0.18667 1.86954
H 1.88042 0.44322 1.11272
H 1.64981 -1.12114 -0.32122
C 0.34925 -3.69885 2.13800
C 0.73362 -4.19124 0.76176
O 2.04729 -4.77289 0.68004
H -0.73784 -3.65058 2.20953
H 0.77673 -2.70700 2.29682
H 0.67605 -4.37043 2.93267
H 0.60010 -3.44257 -0.01486
H 0.03507 -4.98993 0.46481
H 2.06377 -5.58358 1.19058
C 2.68672 -3.36919 -2.95206
C 3.66881 -3.11582 -1.83083
O 2.99797 -2.49708 -0.72546
H 3.15755 -3.66630 -3.89546
H 2.23040 -2.39642 -3.16184
H 1.90308 -4.09951 -2.76297
H 4.51197 -2.47942 -2.10778
H 4.13748 -4.05021 -1.49350
H 2.73982 -3.22330 -0.12835
C -2.98135 1.14155 3.12306
C -4.08820 0.69717 2.20436
O -5.21886 1.56378 2.27725
H -3.24113 1.42492 4.13653
H -2.41371 1.94930 2.64769
H -2.22181 0.34846 3.15962
H -4.49658 -0.28057 2.47263
H -3.78889 0.55754 1.16098
H -5.14648 2.30718 1.66567
C 4.95807 1.87241 1.34807
C 6.04259 2.31766 2.32591
O 5.45482 2.78839 3.53897
H 5.43468 1.50258 0.44049
H 4.31272 2.71599 1.09927
H 4.32973 1.14251 1.85871
H 6.59995 3.17544 1.95458
H 6.74045 1.48541 2.44727
H 5.28503 2.02923 4.10597
*
```

Here are the Löwdin charges for atoms 1 to 4, given in e: C -0.0915; C -0.3574; O -0.0734; H 0.0736